# C36H49F3FeN3O2S2SbSeSi3

A structure of composition C36H49F3FeN3O2S2SbSeSi3 (wB97M-V/def2-TZVPD, the OMol25 dataset).

Element x y z (Å)
1 Fe 0.00702 -0.68008 -0.86483
2 S -0.51193 -1.48549 1.54196
3 C 0.52920 -2.87989 1.73413
4 C 0.67550 -3.49140 2.98404
5 C 1.49146 -4.59558 3.17796
6 C 2.19594 -5.11988 2.10092
7 C 2.06698 -4.52445 0.85454
8 C 1.24649 -3.41328 0.64253
9 S 1.16870 -2.75299 -0.99100
10 H 0.12551 -3.07149 3.81892
11 H 1.58181 -5.03651 4.16467
12 H 2.84576 -5.97874 2.22792
13 H 2.61735 -4.91658 0.00708
14 C 9.03912 -1.25216 1.89480
15 O 7.89009 -1.22021 1.08441
16 C 7.81546 -0.20419 0.14908
17 C 8.92136 0.31618 -0.49088
18 C 8.76655 1.30672 -1.46193
19 C 7.49065 1.73871 -1.78225
20 C 6.37296 1.21456 -1.14725
21 C 6.51042 0.24144 -0.15306
22 N 5.45113 -0.30443 0.52599
23 C 4.09664 0.04119 0.41089
24 C 3.59979 1.34325 0.49231
25 C 4.37260 2.48835 0.79741
26 C 3.80832 3.74885 0.85186
27 C 2.43885 3.90133 0.60112
28 C 1.63816 2.80680 0.32771
29 C 2.15902 1.49171 0.28718
30 O 1.43841 0.45750 0.12600
31 H 9.93012 -1.55730 1.33649
32 H 8.84892 -1.98786 2.67409
33 H 9.22169 -0.27355 2.34996
34 H 9.90862 -0.04925 -0.23965
35 H 9.63467 1.72054 -1.95833
36 H 7.34925 2.49887 -2.54029
37 H 5.38061 1.55666 -1.40130
38 H 5.65005 -1.18159 0.97904
39 H 3.40210 -0.78315 0.32578
40 H 5.42944 2.36702 1.00548
41 H 4.42070 4.61105 1.08977
42 H 1.99590 4.89194 0.62689
43 H 0.57862 2.92252 0.12967
44 F -3.27492 -4.85731 -5.52545
45 C -4.06421 -3.97289 -4.88088
46 F -5.04521 -4.69588 -4.29641
47 F -4.65633 -3.22183 -5.82805
48 C -3.29154 -3.15026 -3.87381
49 C -2.69697 -3.80007 -2.80018
50 C -1.98662 -3.03322 -1.88706
51 N -1.87523 -1.70917 -2.01037
52 C -2.44977 -1.09513 -3.03907
53 C -3.17772 -1.77932 -4.00923
54 H -2.76358 -4.87096 -2.67033
55 H -1.48046 -3.47448 -1.03717
56 H -2.29058 -0.02547 -3.09975
57 H -3.62635 -1.24192 -4.83194
58 N 1.28831 -1.18002 -3.55778
59 C 0.74431 -0.45247 -2.70023
60 H 1.46070 -0.64918 -4.41310
61 C -4.08834 2.80769 3.16716
62 Si -2.51112 1.93499 2.61618
63 C -2.14408 0.68042 3.94720
64 C -1.16748 3.23768 2.61849
65 Sb -2.40066 0.81825 0.30185
66 Si -4.41807 -0.75807 0.68432
67 C -5.75164 -0.00999 1.79114
68 C -3.94267 -2.37109 1.49044
69 C -5.31775 -1.18541 -0.91275
70 Si -3.61980 2.68085 -0.99979
71 C -5.12214 3.54744 -0.25643
72 C -2.34049 4.03044 -1.25855
73 C -4.14028 2.11139 -2.71862
74 H -3.85968 3.22736 4.15272
75 H -4.94166 2.13884 3.27254
76 H -4.38365 3.62726 2.51471
77 H -1.95394 1.22074 4.88032
78 H -1.28162 0.06611 3.68827
79 H -2.98776 0.00423 4.10412
80 H -1.21411 3.79184 3.56172
81 H -1.27519 3.94987 1.79961
82 H -0.17849 2.78700 2.52232
83 H -5.41680 0.02441 2.82967
84 H -6.64078 -0.64676 1.74719
85 H -6.03726 1.00020 1.49619
86 H -3.50119 -2.20584 2.47390
87 H -3.18957 -2.91072 0.91797
88 H -4.84822 -2.97927 1.58781
89 H -5.72886 -0.30288 -1.40490
90 H -6.15499 -1.83687 -0.64038
91 H -4.70010 -1.71784 -1.63161
92 H -4.82484 4.18420 0.57567
93 H -5.90273 2.87288 0.09657
94 H -5.54997 4.18890 -1.03275
95 H -2.07640 4.50547 -0.31177
96 H -2.72530 4.80347 -1.93055
97 H -1.42501 3.61839 -1.68553
98 H -4.70243 1.17826 -2.73317
99 H -3.25915 1.98332 -3.34943
100 H -4.76262 2.89521 -3.16141
101 Se 0.07294 1.31206 -2.63950

As for the spin multiplicity: 5. As for the energy relative to the best compared isomer or geometry (same formula, charge and spin): 0.00 kcal/mol. Its total energy is -7585.94161 a.u. The total charge is -2. The HOMO-LUMO gap (spin up / spin down) comes out at 0.166 / 0.201 hartree. The calculation puts the largest force on an atom at 1.0 eV/Å. The HOMO energy (spin up / spin down) is -0.456 / -1.412 eV.

Results of the Mulliken charge analysis, in e, for atoms 1 through 2: number 1, Fe, carries 0.93; number 2, S, carries -0.15